one) The following is a DFT calculation (the ωB97M-V functional and the def2-TZVPD basis) of a gas-phase ion, C5H11N2 (charge +1).

Values from the calculation:
- LUMO (eV) = -4.54
- structure (SMILES) = C=CN(C)CC=[NH2+]
- charge = +1
- gap between HOMO and LUMO (Ha) = 0.2811

Each line ends with the Mulliken charge.
Positions of all 18 atoms, in Å:
C: -1.00 -1.40 -0.72  -1.194
C: -1.33 -0.59 0.29  0.135
N: -0.49 0.23 0.89  0.111
C: -0.93 1.12 2.01  -0.869
C: 0.79 0.15 0.33  -0.579
C: 0.82 0.12 -1.18  -0.212
N: 1.89 -0.24 -1.85  -0.357
H: -0.11 -1.98 -0.81  0.436
H: -1.67 -1.56 -1.55  0.303
H: -2.31 -0.41 0.55  0.416
H: -0.09 1.36 2.56  0.359
H: -1.79 0.53 2.59  0.331
H: -1.44 2.11 1.65  0.294
H: 1.37 -0.74 0.64  0.345
H: 1.43 0.90 0.71  0.494
H: 0.06 0.65 -1.75  0.374
H: 2.88 -0.17 -1.45  0.298
H: 1.92 -0.06 -2.91  0.317

two) The following is a DFT calculation (the ωB97M-V functional and the def2-TZVPD basis) of a gas-phase ion, C5H11N2 (charge +1).

Values from the calculation:
- LUMO (eV) = -3.03
- structure (SMILES) = C=CN1C[C@H]1[NH2+]C
- charge = +1
- gap between HOMO and LUMO (Ha) = 0.3888

Each line ends with the Mulliken charge.
Positions of all 18 atoms, in Å:
C: 2.32 2.20 -0.62  -0.583
C: 1.78 1.90 0.51  -0.093
N: 0.45 0.76 0.51  -0.366
C: -0.10 0.07 1.68  -0.523
C: 0.48 -0.60 0.41  0.020
N: -0.63 -1.11 -0.62  -0.291
C: -1.70 -2.08 -0.26  -0.801
H: 3.14 2.84 -0.72  0.303
H: 1.89 1.92 -1.58  0.229
H: 2.08 1.93 1.52  0.377
H: -1.22 0.33 1.88  0.229
H: 0.60 -0.13 2.47  0.311
H: 1.35 -1.25 0.32  0.349
H: -1.08 -0.21 -0.89  0.424
H: -0.13 -1.22 -1.54  0.418
H: -2.54 -1.67 0.34  0.305
H: -2.28 -2.49 -1.11  0.358
H: -1.29 -2.99 0.22  0.333

We find one) to be the most stable, with the next structure 29.7 kcal/mol higher.

one) The following is a DFT calculation (the ωB97M-V functional and the def2-TZVPD basis) of a gas-phase ion, C5H11N2 (charge +1).

Values from the calculation:
- LUMO (eV) = -3.74
- charge = +1
- gap between HOMO and LUMO (Ha) = 0.3699

Each line ends with the Mulliken charge.
Positions of all 18 atoms, in Å:
C: 0.34 -0.77 -1.11  -0.736
C: 1.46 -1.70 0.96  -0.852
C: 0.01 0.64 -1.44  -0.630
C: 1.33 -0.77 0.04  0.093
C: -0.72 1.94 0.85  -0.362
N: -1.14 1.38 1.93  -0.160
N: -1.05 1.10 -0.44  -0.034
H: -0.50 -1.27 -0.77  0.446
H: 0.68 -1.16 -2.00  0.368
H: 0.99 -2.68 0.78  0.245
H: 2.25 -1.85 1.78  0.270
H: 0.91 1.22 -1.43  0.362
H: -0.31 0.62 -2.44  0.406
H: 2.06 0.11 0.12  0.241
H: -0.98 2.05 2.72  0.339
H: -1.26 0.49 2.31  0.246
H: -1.52 1.91 -0.88  0.418
H: -1.60 0.27 -0.19  0.340

two) The following is a DFT calculation (the ωB97M-V functional and the def2-TZVPD basis) of 2 unconnected molecules or ions with the total composition C5H11N2.

Values from the calculation:
- LUMO (eV) = -3.48
- charge = +1
- gap between HOMO and LUMO (Ha) = 0.3713

Each line ends with the Mulliken charge.
Positions of all 18 atoms, in Å:
C: 2.14 -1.40 -0.01  -0.523
C: 1.20 -1.57 0.91  -0.009
C: -0.43 0.56 -1.38  -0.051
C: -0.62 1.95 -1.92  -1.142
C: -0.63 -0.65 0.62  -0.514
N: -0.64 0.49 -0.14  -0.365
N: -0.97 -0.24 2.04  -0.294
H: 3.24 -1.61 0.05  0.282
H: 1.86 -0.75 -0.78  0.141
H: 0.97 -1.86 1.95  0.336
H: -0.10 -0.24 -2.00  0.569
H: -1.66 2.17 -2.05  0.292
H: -0.18 2.82 -1.35  0.305
H: 0.02 2.06 -2.85  0.320
H: -1.21 -1.40 0.20  0.523
H: -1.35 -1.10 2.57  0.384
H: -1.57 0.52 1.78  0.344
H: -0.07 0.23 2.34  0.402

We find one) to be the most stable, with the next structure 6.0 kcal/mol higher.

one) The following is a DFT calculation (the ωB97M-V functional and the def2-TZVPD basis) of C2H6N6 in the gas phase.

Values from the calculation:
- LUMO (eV) = 0.05
- structure (SMILES) = Cn1[nH]nn/c1=N\N
- gap between HOMO and LUMO (Ha) = 0.3296

Each line ends with the Mulliken charge.
Positions of all 14 atoms, in Å:
C: -1.22 1.40 0.14  -0.854
N: -0.91 0.14 -0.72  -0.032
N: -1.74 -1.02 -0.66  -0.290
N: -0.90 -2.03 0.12  -0.347
N: 0.20 -1.63 0.16  -0.015
C: 0.41 -0.29 -0.10  0.583
N: 1.45 0.32 -0.19  -0.190
N: 2.81 -0.39 -0.38  -0.544
H: -1.66 1.08 1.23  0.269
H: -0.36 2.22 0.52  0.293
H: -2.15 1.77 -0.36  0.329
H: -2.50 -0.68 0.14  0.309
H: 3.56 0.22 -0.33  0.242
H: 3.01 -1.10 0.42  0.247

two) The following is a DFT calculation (the ωB97M-V functional and the def2-TZVPD basis) of C2H6N6 in the gas phase.

Values from the calculation:
- LUMO (eV) = 0.02
- structure (SMILES) = [H]/N=c1/nn[nH]n1NC
- gap between HOMO and LUMO (Ha) = 0.3246

Each line ends with the Mulliken charge.
Positions of all 14 atoms, in Å:
H: 0.81 1.66 -0.87  0.261
N: 0.03 2.07 -0.26  -0.698
C: -0.82 1.07 -0.23  0.547
N: -2.05 0.83 0.42  -0.260
N: -2.39 -0.39 0.27  -0.301
N: -1.34 -1.07 -0.30  -0.047
N: -0.39 -0.23 -0.67  0.351
N: 0.87 -0.63 -0.56  -0.619
C: 1.32 -0.36 0.83  -0.855
H: -1.66 -1.85 -0.89  0.286
H: 1.50 -0.13 -1.28  0.297
H: 1.22 0.66 1.06  0.437
H: 0.54 -0.94 1.44  0.273
H: 2.37 -0.67 1.04  0.330

We find two) to be the most stable, with the next structure 53.9 kcal/mol higher.